Record 1
Below is C24H32ClN5O6V as an isolated structure, with properties calculated with wB97M-V/def2-TZVPD.

Calculated values
E_HOMO (alpha / beta): -11.5 / -11.5 eV
2S+1: 3
ΔE to the lowest compared entry with this formula, charge and spin: 0.0 kcal/mol
Net charge: +1
HOMO-LUMO gap (alpha / beta): 8.73 / 8.71 eV

CARTESIAN COORDINATES (ANGSTROEM)
1 V 0.13317 0.46257 1.02099
2 Cl -2.11433 -3.80827 -5.90697
3 O -0.72560 0.35177 -0.83479
4 O 1.82576 0.21414 0.13852
5 O 1.72423 1.95924 -1.24434
6 O -0.06718 -1.53117 0.04730
7 O 1.86654 -2.30710 -6.58233
8 O 2.53552 -3.92090 -5.31821
9 N 1.06385 0.02742 2.93708
10 N 0.97934 2.38956 1.36589
11 N -1.65048 1.85565 1.11704
12 N 2.18620 -2.77233 -5.50605
13 N -1.39984 -0.72920 2.11173
14 C 1.00028 1.13782 3.91112
15 C -0.57093 -0.90935 -0.93213
16 C -2.83748 -0.56837 1.87143
17 C 2.04182 2.21510 3.63109
18 C 2.40585 -1.51056 -2.01071
19 C -0.96983 -1.62346 -2.16272
20 C 2.22157 2.50453 2.13800
21 C -2.53968 1.94924 2.28735
22 C 2.25282 -1.84483 -4.36577
23 C -1.02722 -1.06921 3.48947
24 C -1.30627 -3.69335 -3.34112
25 C 0.48528 -1.21450 3.48611
26 C -1.67626 -2.97109 -4.47003
27 C -1.14976 3.17827 0.69449
28 C 0.05254 3.51021 1.55207
29 C 1.89819 0.75164 -1.04692
30 C -1.69320 -1.58186 -4.45481
31 C -3.41267 0.70391 2.48708
32 C 2.06092 -0.48904 -4.58397
33 C -1.34175 -0.90972 -3.29915
34 C 2.45912 -2.36305 -3.09860
35 C -0.95199 -3.01657 -2.19044
36 C 2.02650 0.35860 -3.49353
37 C 2.16288 -0.15510 -2.20622
38 H -0.64571 -3.55956 -1.30656
39 H -1.97559 -1.04231 -5.34843
40 H -2.98300 -0.56806 0.78896
41 H -1.28675 -4.77388 -3.37613
42 H 2.04406 -0.14894 2.72126
43 H -1.92361 3.94532 0.77258
44 H 0.50475 4.45474 1.23816
45 H 0.76781 -2.04244 2.83243
46 H 2.93545 1.80659 1.70190
47 H 2.64056 3.50739 2.01949
48 H 1.15084 0.75762 4.92543
49 H -1.34043 -0.27838 4.17316
50 H -1.33049 0.17182 -3.27225
51 H -3.19346 2.81989 2.18471
52 H 1.75188 3.11791 4.16955
53 H -0.00082 1.56910 3.86613
54 H -2.18056 1.48214 0.33413
55 H -3.38765 -1.42936 2.26251
56 H 1.92569 -0.12614 -5.59214
57 H -3.57618 0.55924 3.55520
58 H -4.39570 0.86123 2.04264
59 H 1.27816 2.44078 0.36531
60 H 1.85527 1.41864 -3.61624
61 H -0.23029 3.60570 2.60336
62 H 2.51263 -1.89723 -1.00775
63 H 0.86097 -1.42259 4.49062
64 H -1.49890 -2.00105 3.81307
65 H 2.62712 -3.42384 -2.98527
66 H -1.92734 2.12672 3.17296
67 H -1.10626 -1.52380 1.54307
68 H 3.00842 1.91082 4.03633
69 H -0.82877 3.10130 -0.34612

***

Record 2
Below is a 2-piece molecular cluster, CH2O2S3 overall, with properties calculated with wB97M-V/def2-TZVPD.

Calculated values
E_HOMO: -9.0 eV
ΔE to the lowest compared entry with this formula, charge and spin: 15.9 kcal/mol
HOMO-LUMO gap: 7.74 eV

CARTESIAN COORDINATES (ANGSTROEM)
1 S -0.47222 1.73737 0.31912
2 S 2.49416 -0.06205 0.38738
3 S -1.74492 -1.07349 -0.12572
4 O 1.50306 -1.03700 0.72433
5 O 2.85598 -0.08596 -0.98740
6 C -1.71947 0.68143 -0.05938
7 H -2.46852 1.06640 -0.80448
8 H -0.44808 -1.22671 0.54614

***

Record 3
Below is a 4-piece molecular cluster, C5H17NO3 overall, with properties calculated with wB97M-V/def2-TZVPD.

Calculated values
E_HOMO: -8.0 eV
SMILES string: CCC/C=C/N.O.O.O
ΔE to the lowest compared entry with this formula, charge and spin: 27.6 kcal/mol
HOMO-LUMO gap: 8.70 eV

CARTESIAN COORDINATES (ANGSTROEM)
1 O 0.20799 0.03782 -2.99864
2 O -2.08401 -0.47499 -1.25982
3 O -1.24569 1.88250 -2.07975
4 N -0.44204 2.78928 0.99174
5 C 0.67514 -0.73006 2.03033
6 C 0.48741 -1.96030 1.17101
7 C 0.47864 0.54659 1.28687
8 C -0.29112 1.57736 1.64574
9 C 1.64763 -2.18414 0.20950
10 H 0.13758 -2.81656 1.76906
11 H 1.90551 -3.11076 -0.28773
12 H 1.87265 -1.29215 -0.35798
13 H -0.91213 1.52895 2.54097
14 H 0.07996 3.01539 0.16882
15 H 0.38565 -0.20305 -3.91954
16 H -1.70800 -0.60590 -0.35218
17 H -1.94519 2.23667 -2.62088
18 H 1.68833 -0.77387 2.46365
19 H 0.08724 -0.68617 2.95936
20 H -1.36902 3.13753 0.89981
21 H -0.41015 -1.97798 0.52928
22 H -0.16654 0.96199 -2.95482
23 H -1.27340 -0.63806 -1.80100
24 H 2.54940 -2.24019 0.88175
25 H 1.30759 0.82618 0.62542
26 H -1.66343 1.15392 -1.54099

***

Record 4
Below is C20H21I2IrN4O2 as an isolated structure, with properties calculated with wB97M-V/def2-TZVPD.

Calculated values
E_HOMO (alpha / beta): -17.2 / -17.2 eV
2S+1: 2
Net charge: +3
HOMO-LUMO gap (alpha / beta): 4.56 / 4.98 eV

CARTESIAN COORDINATES (ANGSTROEM)
1 Ir -1.00835 0.17025 -0.43908
2 I -3.55415 1.80425 -1.93968
3 I -5.70855 3.32015 -2.80698
4 O -2.83505 -1.69305 -2.23038
5 O -3.02375 -1.16805 -0.05558
6 N -0.36725 0.06125 1.75022
7 N 1.43975 0.11135 -0.49508
8 N -0.10725 2.27895 -0.20148
9 N -0.10955 -2.09765 -0.22668
10 C -0.80405 -3.11855 0.26522
11 C -0.34095 -4.42415 0.19212
12 C 1.36975 0.16385 3.34632
13 C 1.82835 -1.08475 -1.24918
14 C 1.95465 0.08235 0.89462
15 C -0.81995 3.28105 0.30392
16 C -2.63055 -1.02495 -1.17718
17 C 1.64625 -3.57505 -0.82648
18 C -0.37055 4.59245 0.26872
19 C 0.85095 4.86395 -0.33128
20 C -1.27045 0.04365 2.72522
21 C 1.84955 1.32125 -1.21848
22 C 1.60425 3.81135 -0.82418
23 C 0.89805 -4.65595 -0.38468
24 C -0.91325 0.08975 4.06292
25 C 0.93545 0.11395 2.02052
26 C 0.43915 0.15335 4.37452
27 C -2.29345 -1.40645 -3.51908
28 C 1.09715 2.52185 -0.72058
29 C 1.10475 -2.29965 -0.73618
30 H 2.56715 3.97845 -1.28348
31 H -1.77245 3.03555 0.74902
32 H -2.30645 -0.02565 2.42482
33 H 2.91455 -1.23685 -1.21318
34 H 1.22085 5.87735 -0.40428
35 H 2.63595 0.92515 1.04832
36 H -1.75115 -2.89085 0.73012
37 H 1.54945 -0.94375 -2.30008
38 H 2.63065 -3.71035 -1.24688
39 H -0.96275 5.38615 0.69182
40 H -1.67185 0.07485 4.82932
41 H 2.93065 1.48365 -1.13348
42 H -0.94695 -5.23145 0.57092
43 H 2.54095 -0.83165 1.03602
44 H 1.61765 1.20275 -2.28288
45 H -3.01495 -1.78865 -4.24008
46 H 2.42625 0.20015 3.57042
47 H -2.15775 -0.33105 -3.64558
48 H 0.75965 0.19305 5.40662
49 H 1.28285 -5.66245 -0.47558
50 H -1.35325 -1.94115 -3.65398

***

Record 5
Below is C20H46AlOP4 as an isolated structure, with properties calculated with wB97M-V/def2-TZVPD.

Calculated values
E_HOMO (alpha / beta): -16.8 / -16.5 eV
ΔE to the lowest compared entry with this formula, charge and spin: 25.2 kcal/mol
Net charge: +3
HOMO-LUMO gap (alpha / beta): 3.94 / 4.96 eV

CARTESIAN COORDINATES (ANGSTROEM)
1 P 2.30174 -0.54466 -1.45643
2 P -0.77580 1.32424 -2.05235
3 P 1.86389 2.60978 -0.06957
4 P 1.66557 -0.16554 2.24666
5 Al 0.42631 0.24351 0.00347
6 O -0.53191 -1.32194 0.04660
7 C -5.48043 -5.00116 1.33653
8 C -2.36386 -2.79443 0.00558
9 C -4.51287 -1.92420 0.74902
10 C 3.43558 2.68671 0.88042
11 C -3.86030 -0.90764 1.45047
12 C -2.00401 0.10246 -2.64302
13 C 2.32563 3.58663 -1.56219
14 C -1.75954 -1.61125 0.47998
15 C -0.09598 1.93084 -3.64329
16 C 3.45502 0.47487 -2.44634
17 C 1.12426 1.06203 3.49192
18 C 1.49375 -1.60287 -2.70482
19 C 1.00690 -1.73546 2.92758
20 C -3.73904 -2.91255 0.12867
21 C 3.42875 -1.71933 -0.62233
22 C -2.48089 -0.74734 1.33734
23 C -6.20437 -4.12728 2.05012
24 C -1.82664 2.72409 -1.51379
25 C 3.44288 -0.35833 2.60662
26 C 0.83647 3.83039 0.84218
27 H 1.85112 3.16745 -2.45912
28 H -5.60369 -2.02327 0.75627
29 H 0.83164 1.40491 -3.89841
30 H -1.77221 -3.53402 -0.53593
31 H -4.39688 -0.21774 2.09669
32 H -2.78839 -0.04255 -1.89198
33 H 4.24333 -1.17465 -0.12902
34 H -0.10983 3.98698 0.30588
35 H 4.11729 1.89126 0.54624
36 H 0.76769 -2.26432 -2.21444
37 H 1.39964 4.77367 0.90027
38 H 2.27505 -2.20623 -3.18608
39 H 1.52645 -2.01196 3.85572
40 H -1.98899 0.09938 1.83113
41 H -2.45096 0.44591 -3.58459
42 H -0.06779 -1.64267 3.12220
43 H -2.72714 2.74227 -2.14290
44 H -0.46265 1.20607 0.93193
45 H 0.62471 3.45132 1.85094
46 H 2.90974 1.14021 -3.12764
47 H 3.85209 -2.39464 -1.37879
48 H 3.25007 2.59190 1.95963
49 H 4.01122 0.54766 2.37017
50 H -7.04329 -3.58781 1.59776
51 H 0.09603 3.00963 -3.60802
52 H -0.83280 1.73577 -4.43337
53 H 0.97515 -1.00273 -3.46337
54 H 0.05103 1.25109 3.38013
55 H -4.77190 -5.70809 1.78918
56 H 1.99127 4.62593 -1.42463
57 H 3.84891 -1.18947 2.02030
58 H -1.50269 -0.85715 -2.81059
59 H 3.55677 -0.58556 3.67457
60 H 4.08130 -0.20799 -3.03822
61 H -6.06528 -3.97611 3.12219
62 H 1.64998 2.01825 3.38557
63 H -2.11638 2.57731 -0.46620
64 H -4.20750 -3.82878 -0.21402
65 H 2.88286 -2.31212 0.12369
66 H 4.10177 1.07606 -1.79288
67 H 1.16103 -2.52603 2.18231
68 H 1.32139 0.64898 4.48826
69 H 3.89608 3.66448 0.67698
70 H -5.65631 -5.12047 0.25529
71 H 3.41881 3.57287 -1.68707
72 H -1.29879 3.68345 -1.60506

***

Strongest force on any atom values (in eV/A) by entry order: 1.39, 2.83, 3.71, 5.17, 2.01.
Electronic energy values (in eV) by entry order: -83350.06627, -37668.51878, -13092.41388, -50146.32054, -67259.80787.